{
  "formula": "C23H41F5OP2TeW",
  "method": "ωB97M-V/def2-TZVPD",
  "species": ["W", "C", "C", "C", "C", "C", "C", "H", "H", "H", "C", "H", "H", "H", "C", "H", "H", "H", "C", "H", "H", "H", "C", "H", "H", "H", "C", "C", "C", "C", "C", "C", "C", "C", "H", "H", "H", "H", "H", "H", "H", "H", "H", "H", "H", "H", "P", "C", "C", "P", "C", "C", "C", "H", "H", "H", "H", "H", "H", "H", "H", "H", "H", "H", "H", "H", "H", "F", "Te", "F", "F", "F", "F", "O"],
  "coordinates": [[-1.00575, -1.97278, -0.03123], [-1.95774, -1.93346, 2.01787], [-1.62297, -3.26210, 1.61979], [0.35669, -2.03903, 1.77609], [-0.74542, -1.18935, 2.17361], [-0.18508, -3.34636, 1.41271], [-3.31376, -1.59533, 2.55485], [-4.06078, -1.99637, 1.86524], [-3.45030, -0.51284, 2.64072], [-3.49870, -2.05159, 3.54257], [-0.54856, -0.01841, 3.09789], [-1.44864, 0.60359, 3.21888], [0.28897, 0.63195, 2.80186], [-0.32836, -0.38668, 4.11953], [1.77500, -1.88012, 2.21874], [1.76999, -2.09924, 3.30554], [2.15212, -0.85375, 2.07767], [2.42600, -2.61555, 1.72140], [0.49519, -4.65797, 1.42442], [0.23129, -5.18454, 2.36684], [1.57939, -4.57257, 1.38705], [0.14859, -5.29954, 0.60822], [-2.50025, -4.44816, 1.70564], [-2.44762, -4.92278, 2.69998], [-2.19129, -5.19650, 0.97972], [-3.53997, -4.17082, 1.52798], [-0.18656, 3.50948, 0.22965], [-1.35737, 2.98306, 0.53926], [-1.79488, 1.62209, 0.56523], [-1.17389, 0.57814, -0.44527], [0.40337, 0.21559, -0.61521], [1.70333, 0.94421, -0.51658], [1.88814, 2.27461, -0.73655], [0.74024, 3.18190, -0.91785], [-2.90086, 1.57488, 0.45795], [-1.55575, 0.98517, -1.43198], [-1.65171, 1.23481, 1.56766], [0.13510, 2.82948, -1.75167], [0.28979, 4.23783, 0.94902], [-2.13906, 3.74414, 0.92758], [1.18635, 4.14160, -1.16499], [2.21875, 2.15586, 1.11873], [2.48516, 0.28755, -0.10419], [2.90030, 2.61372, -0.94076], [-1.92803, -0.31424, -0.28958], [0.55153, -0.88167, -0.17927], [-1.13513, 0.98814, -3.22255], [-1.38287, 2.69933, -3.86196], [-1.99671, 0.06262, -4.51276], [1.13508, -0.40538, -2.21970], [0.67863, 0.81509, -3.51796], [0.45765, -1.94426, -2.77918], [3.00087, -0.60504, -2.47723], [-0.51169, 3.34661, -3.72245], [-2.24900, 3.15782, -3.37384], [-1.58767, 2.63343, -4.93264], [-1.82621, 0.55598, -5.47718], [-3.06619, 0.11108, -4.27232], [-1.66973, -0.97735, -4.55045], [3.32438, -0.20318, -3.46484], [3.23818, -1.68765, -2.44525], [3.61427, -0.09456, -1.69928], [1.22085, 1.78009, -3.48955], [0.81950, 0.39156, -4.52875], [1.16243, -2.73254, -2.49398], [0.40779, -1.90721, -3.87821], [-0.54474, -2.12804, -2.32903], [3.32636, 4.98923, 3.84550], [2.69968, 3.33563, 3.08160], [0.88341, 3.91960, 3.17954], [2.39526, 2.33935, 4.67423], [2.85394, 4.16500, 1.36524], [4.45901, 2.62678, 2.93740], [2.10070, 1.81995, 2.07086]],
  "orbital_gap_ev": [6.5166, 6.2646],
  "de_lowest_kj_mol": 349.3,
  "total_energy_ha": -2492.41398,
  "total_charge": 2,
  "molar_mass_g_mol": 802.0,
  "spin_multiplicity": 3,
  "homo_energy_ev": [-13.540, -13.292],
  "s2": 2.019,
  "fmax_ev_per_a": 3.75
}